{"formula": "C16H22N2O6", "method": "ωB97M-V/def2-TZVPD", "e_tot_ev": -32210.0825, "lumo_ev": -0.64, "relative_energy_kcal_mol": 120.8, "smiles": "CCOC(=O)C(CN(C)C)(C(=O)OCC)c1ccc([N+](=O)[O-])cc1", "homo_energy_ev": -9.0, "orbital_gap_ha": 0.3056, "total_charge": 0, "species": ["C", "N", "C", "C", "H", "H", "H", "H", "H", "H", "H", "H", "C", "C", "O", "C", "C", "C", "O", "O", "C", "C", "C", "C", "C", "C", "N", "O", "O", "C", "C", "O", "H", "H", "H", "H", "H", "H", "H", "H", "H", "H", "H", "H", "H", "H"], "positions_angstrom": [[-1.4286, -0.5067, 2.2300], [-0.2937, 0.0485, 2.9834], [0.9574, -0.4614, 2.3678], [-0.3204, 1.5726, 3.0437], [-1.2436, -1.5564, 1.9598], [-2.3393, -0.4717, 2.8349], [-1.6296, 0.0167, 1.2829], [0.8779, -1.5283, 2.1606], [1.2183, 0.0089, 1.4059], [1.8204, -0.3263, 3.0340], [0.7263, 1.7965, 2.8393], [-0.9603, 1.8814, 2.2185], [1.5166, 6.5804, 2.9168], [0.2933, 5.7435, 2.7288], [0.4470, 4.5530, 3.5706], [-0.6759, 3.8353, 3.6683], [-0.5969, 2.3512, 4.2738], [0.6446, 2.0690, 5.1515], [0.8057, 1.0410, 5.8091], [1.5773, 3.0144, 5.1577], [2.6508, 2.6962, 6.0648], [3.5984, 3.8419, 5.9382], [-1.9053, 1.9617, 4.9939], [-1.9143, 0.8914, 5.8991], [-3.0901, 0.4440, 6.4979], [-4.3158, 1.0195, 6.1280], [-5.5110, 0.5900, 6.7469], [-6.5859, 1.1472, 6.4273], [-5.4270, -0.3208, 7.6027], [-4.3520, 2.0391, 5.1555], [-3.1544, 2.4788, 4.5794], [-1.7219, 4.3037, 3.1889], [1.5474, 7.3671, 2.1657], [1.4865, 7.0658, 3.8882], [2.4383, 6.0032, 2.8244], [-0.6130, 6.2781, 3.0282], [0.1714, 5.4038, 1.6951], [2.1939, 2.6223, 7.0510], [3.0886, 1.7299, 5.7982], [4.4165, 3.7241, 6.6459], [4.0387, 3.8713, 4.9367], [3.0876, 4.7819, 6.1367], [-0.9908, 0.3734, 6.1227], [-3.0635, -0.3435, 7.2437], [-5.2995, 2.4762, 4.8536], [-3.1917, 3.2164, 3.7808]], "forces_ev_per_angstrom": [[-0.210, 0.080, 0.312], [-0.009, 0.290, -0.107], [0.095, 0.508, 0.387], [1.198, -3.040, -2.582], [0.014, 0.319, 0.327], [0.057, 0.058, -0.065], [0.095, 0.136, 0.012], [-0.172, 0.039, 0.241], [-0.211, 0.158, 0.022], [-0.295, 0.078, 0.000], [-0.031, 0.512, -0.681], [-0.013, 0.394, -0.067], [0.365, 0.231, 0.057], [-0.192, -0.260, 0.098], [-0.451, -0.379, -0.206], [-1.837, 1.197, -0.758], [-0.259, 1.445, 1.600], [0.088, -1.111, 1.624], [-0.342, 1.440, -1.376], [-0.417, -0.535, -0.135], [-0.055, 0.179, -0.052], [0.617, 0.122, -0.031], [-0.749, -0.556, -0.598], [-0.226, -0.080, 0.180], [-0.454, 0.395, -0.346], [1.974, 1.048, -1.030], [-2.735, -1.001, 1.597], [1.968, -1.094, 0.587], [-0.333, 1.639, -1.567], [0.517, -0.463, 0.338], [-0.209, -0.227, 0.281], [2.144, -1.437, 0.934], [-0.070, 0.053, -0.088], [0.166, -0.014, 0.153], [-0.099, -0.036, 0.038], [0.207, -0.160, -0.102], [-0.040, -0.007, 0.177], [0.264, -0.108, 0.115], [-0.063, 0.185, 0.070], [0.053, 0.063, 0.096], [-0.127, 0.071, 0.095], [0.044, 0.058, -0.007], [-0.293, 0.193, 0.079], [-0.052, 0.095, -0.213], [0.188, -0.178, 0.074], [-0.109, -0.297, 0.517]]}

{"formula": "C16H22N2OS2", "method": "ωB97M-V/def2-TZVPD", "e_tot_ev": -43645.9411, "lumo_ev": 0.51, "relative_energy_kcal_mol": 66.7, "smiles": "S=C(S[C@H](c1ccccc1)N1CCCC1)N1CCOCC1", "homo_energy_ev": -7.9, "orbital_gap_ha": 0.3078, "total_charge": 0, "species": ["C", "C", "N", "C", "S", "S", "C", "C", "O", "H", "H", "H", "H", "H", "H", "H", "H", "C", "C", "C", "N", "C", "C", "C", "C", "C", "C", "C", "C", "H", "H", "H", "H", "H", "H", "H", "H", "H", "H", "H", "H", "H", "H"], "positions_angstrom": [[-2.1244, -1.2853, 1.2616], [-0.7910, -1.0470, 1.9663], [-0.1937, 0.2100, 1.4537], [1.1638, 0.3268, 1.5710], [2.1079, -0.8391, 2.3047], [1.9320, 1.8303, 0.9909], [-1.0442, 1.3994, 1.2879], [-2.3783, 0.9976, 0.6692], [-2.9666, -0.1319, 1.3126], [-1.8947, -1.5871, 0.2171], [-2.7091, -2.0653, 1.7770], [-0.9345, -1.0214, 3.0647], [-0.1083, -1.8816, 1.7302], [-1.2019, 1.9375, 2.2453], [-0.5197, 2.0869, 0.6162], [-3.1365, 1.7783, 0.8028], [-2.2025, 0.8145, -0.4064], [5.8205, 4.5534, 2.6866], [6.3799, 3.6231, 1.5878], [5.3098, 2.5158, 1.3852], [4.1434, 2.9348, 2.1325], [3.0789, 2.0545, 2.3959], [2.1903, 2.4950, 3.5352], [1.5716, 3.7393, 3.4304], [0.7466, 4.1662, 4.4609], [0.4385, 3.2996, 5.5155], [1.0203, 2.0322, 5.5792], [1.9581, 1.6523, 4.6141], [4.3773, 4.0847, 2.9546], [6.3825, 4.4663, 3.6240], [5.8173, 5.6045, 2.3760], [6.4922, 4.1879, 0.6516], [7.3543, 3.1871, 1.8534], [5.0761, 2.3629, 0.3185], [5.7034, 1.5370, 1.7320], [3.5480, 1.0710, 2.6141], [1.7407, 4.3742, 2.5627], [0.3039, 5.1569, 4.4086], [-0.2523, 3.6284, 6.2945], [0.7427, 1.3174, 6.3586], [2.4437, 0.6674, 4.6278], [4.2438, 3.8920, 4.0354], [3.6804, 4.9096, 2.7474]], "forces_ev_per_angstrom": [[-0.090, 0.213, 0.109], [-0.478, 0.112, -0.174], [1.043, -0.279, 0.399], [-0.194, -0.350, 0.501], [-0.394, -0.091, -0.529], [-0.358, -0.481, -0.865], [-0.207, 0.051, 0.104], [-0.193, -0.210, 0.132], [0.577, -0.082, -0.391], [-0.412, 0.189, 0.318], [0.438, 0.136, -0.337], [0.225, 0.211, -0.441], [-0.280, 0.507, 0.182], [0.183, -0.466, -0.222], [-0.286, -0.108, 0.165], [0.409, 0.051, -0.235], [-0.288, -0.166, 0.230], [-0.107, -0.282, 0.169], [-0.365, 0.008, -0.319], [0.457, -0.530, -0.097], [0.157, 0.982, -0.615], [1.132, -0.886, 1.280], [0.431, -0.010, -0.303], [-0.443, 0.040, 0.669], [-0.134, -0.173, -0.160], [0.085, -0.093, 0.172], [0.019, 0.076, 0.020], [-0.287, -0.120, -0.111], [0.210, 1.143, 0.731], [0.066, 0.110, -0.318], [0.173, -0.266, 0.095], [0.121, -0.205, 0.270], [-0.353, 0.203, -0.131], [0.007, 0.135, 0.238], [-0.253, 0.253, 0.092], [-0.784, 0.276, -0.251], [-0.097, -0.222, 0.198], [-0.019, -0.145, 0.096], [0.170, -0.158, -0.237], [0.135, 0.389, -0.125], [-0.276, 0.553, 0.141], [0.079, -0.176, -0.341], [0.180, -0.140, -0.110]]}

{"formula": "C16H22N4O2S", "method": "ωB97M-V/def2-TZVPD", "e_tot_ev": -37839.2782, "lumo_ev": 0.42, "relative_energy_kcal_mol": 46.5, "homo_energy_ev": -9.4, "orbital_gap_ha": 0.3601, "total_charge": 0, "species": ["C", "C", "C", "C", "C", "N", "C", "O", "N", "C", "C", "C", "C", "N", "C", "O", "C", "C", "C", "C", "C", "N", "S", "H", "H", "H", "H", "H", "H", "H", "H", "H", "H", "H", "H", "H", "H", "H", "H", "H", "H", "H", "H", "H", "H"], "positions_angstrom": [[3.8548, 0.9287, -2.0859], [3.0096, -0.0291, -1.2458], [2.7738, 0.4254, 0.2117], [4.1074, 0.5819, 0.9534], [2.0876, 1.7260, 0.2221], [1.5401, 2.7345, 0.2387], [1.9305, -0.6451, 0.9137], [2.4842, -1.6115, 1.4028], [0.5885, -0.4796, 0.9354], [-0.2950, -1.4157, 1.5876], [-1.1545, -0.7168, 2.6117], [-2.4084, -1.0231, 2.9376], [-3.2251, -2.1687, 2.3789], [-4.2694, -1.8403, 1.4074], [-4.0242, -1.3711, 0.1121], [-4.2438, -2.0569, -0.8564], [-3.5351, 0.0563, -0.1153], [-2.4049, 0.2018, -1.0813], [-1.6110, 1.2954, -1.2930], [-0.6877, 1.0795, -2.3347], [0.2724, 2.0864, -2.8928], [-0.6872, -0.1155, -2.8826], [-1.9064, -1.0313, -2.1811], [3.8814, 0.5925, -3.1217], [3.4550, 1.9439, -2.0774], [4.8852, 0.9741, -1.7313], [2.0434, -0.1727, -1.7390], [3.4849, -1.0110, -1.2331], [3.9481, 0.7747, 2.0142], [4.7022, -0.3245, 0.8675], [4.6819, 1.4160, 0.5533], [0.1664, 0.2805, 0.4179], [-0.8951, -1.9401, 0.8406], [0.3028, -2.1739, 2.0935], [-0.6828, 0.1281, 3.1041], [-2.9162, -0.4035, 3.6709], [-2.5773, -2.9323, 1.9469], [-3.7249, -2.6555, 3.2171], [-5.1341, -1.5089, 1.8070], [-4.4037, 0.5931, -0.5141], [-3.2887, 0.5342, 0.8315], [-1.6997, 2.2294, -0.7538], [0.2630, 3.0175, -2.3294], [1.2896, 1.7076, -2.8807], [0.0222, 2.3197, -3.9282]], "forces_ev_per_angstrom": [[0.070, -0.017, 0.169], [-0.146, 0.052, -0.522], [0.343, 0.160, -0.143], [0.191, 0.101, 0.258], [-0.058, -0.150, -0.039], [-0.092, 0.124, -0.025], [-0.070, -0.468, 0.214], [0.071, 0.047, 0.020], [0.139, 0.283, -0.227], [-0.337, -0.228, 0.290], [-0.322, 0.017, -0.132], [0.033, 0.074, -0.259], [0.266, 0.153, -0.069], [-0.473, -0.330, 0.867], [0.347, 0.073, -0.991], [0.072, 0.037, 0.283], [-0.115, 0.196, 0.393], [0.337, -0.522, -0.506], [-0.451, 0.212, 0.389], [0.733, -0.179, -0.654], [-0.054, 0.407, 0.111], [-0.901, -0.439, 0.594], [0.469, 0.633, -0.083], [-0.027, -0.035, -0.006], [-0.036, 0.010, 0.032], [-0.016, -0.003, -0.001], [-0.051, 0.015, 0.088], [0.002, -0.010, 0.234], [-0.071, -0.021, -0.020], [-0.124, -0.075, -0.053], [-0.073, 0.003, -0.089], [0.053, 0.000, 0.079], [-0.058, 0.025, 0.000], [0.258, 0.082, -0.141], [0.049, -0.017, 0.007], [0.036, 0.007, 0.038], [0.011, 0.042, -0.094], [-0.073, -0.036, -0.077], [0.014, 0.042, -0.020], [-0.025, -0.020, 0.000], [0.101, -0.011, 0.015], [0.002, -0.016, 0.008], [-0.041, -0.022, 0.089], [0.068, -0.110, -0.021], [-0.053, -0.087, -0.002]]}

{"formula": "C16H22N4O2S", "method": "ωB97M-V/def2-TZVPD", "e_tot_ev": -37840.4943, "lumo_ev": 0.62, "relative_energy_kcal_mol": 18.4, "homo_energy_ev": -9.1, "orbital_gap_ha": 0.3568, "total_charge": 0, "species": ["C", "C", "C", "C", "C", "N", "C", "O", "N", "C", "C", "C", "C", "N", "C", "O", "C", "C", "C", "C", "C", "N", "S", "H", "H", "H", "H", "H", "H", "H", "H", "H", "H", "H", "H", "H", "H", "H", "H", "H", "H", "H", "H", "H", "H"], "positions_angstrom": [[-1.9116, 3.0841, -0.4727], [-1.8249, 1.5768, -0.2671], [-0.3808, 1.0495, -0.1055], [0.4955, 1.4011, -1.3085], [0.2187, 1.6285, 1.1117], [0.6916, 2.0598, 2.0659], [-0.3595, -0.4899, 0.1130], [0.3889, -1.2056, -0.5238], [-1.1963, -0.9507, 1.0660], [-1.0060, -2.2846, 1.6318], [0.2421, -2.3083, 2.4735], [0.3198, -2.2174, 3.7960], [-0.8263, -2.1146, 4.7644], [-1.0740, -0.7318, 5.1955], [-1.7383, 0.1061, 4.3504], [-2.5699, -0.3081, 3.5570], [-1.4574, 1.5832, 4.5274], [-2.3132, 2.4923, 3.7000], [-2.0306, 3.7963, 3.4131], [-3.0770, 4.4019, 2.6648], [-3.0588, 5.8140, 2.1689], [-4.0948, 3.6191, 2.3981], [-3.8363, 2.1164, 3.0149], [-2.9528, 3.4028, -0.4341], [-1.3769, 3.6133, 0.3198], [-1.4965, 3.3912, -1.4324], [-2.4145, 1.3119, 0.6113], [-2.2645, 1.0470, -1.1157], [1.4775, 0.9466, -1.2096], [0.0295, 1.0121, -2.2133], [0.6041, 2.4803, -1.3958], [-1.7015, -0.3049, 1.6561], [-1.8984, -2.5178, 2.2068], [-0.9176, -2.9953, 0.8118], [1.1674, -2.3306, 1.9073], [1.3104, -2.1774, 4.2415], [-1.7551, -2.4806, 4.3351], [-0.6233, -2.7044, 5.6580], [-0.3272, -0.3018, 5.7217], [-1.5814, 1.8193, 5.5889], [-0.4092, 1.7675, 4.2778], [-1.1196, 4.2971, 3.7091], [-2.2506, 5.9577, 1.4487], [-4.0045, 6.0469, 1.6849], [-2.8971, 6.5151, 2.9886]], "forces_ev_per_angstrom": [[0.004, -0.013, 0.007], [0.002, 0.015, 0.008], [-0.029, -0.003, 0.024], [-0.007, -0.003, -0.004], [-0.011, 0.000, -0.015], [-0.015, -0.002, 0.015], [0.024, -0.001, -0.036], [-0.015, 0.003, 0.007], [0.020, -0.027, 0.048], [-0.020, 0.026, -0.001], [0.016, 0.007, -0.021], [0.058, 0.007, 0.042], [-0.271, -0.070, 0.128], [0.442, 0.151, -0.352], [-0.445, -0.009, 0.385], [0.226, -0.030, -0.235], [-0.025, -0.022, 0.038], [0.002, 0.034, 0.008], [-0.007, -0.020, -0.003], [0.033, 0.011, 0.017], [-0.009, -0.007, -0.013], [-0.006, -0.019, -0.005], [0.007, 0.003, -0.005], [0.000, 0.008, -0.002], [-0.002, 0.003, 0.001], [-0.002, 0.000, 0.002], [0.002, -0.007, 0.001], [0.001, -0.002, 0.000], [0.000, 0.001, -0.007], [0.013, -0.001, -0.004], [0.006, -0.002, -0.003], [-0.013, 0.001, -0.008], [0.007, -0.003, -0.003], [-0.005, -0.003, -0.001], [-0.001, 0.001, 0.000], [-0.003, -0.006, -0.002], [0.002, 0.000, 0.004], [-0.001, -0.011, -0.006], [0.007, -0.020, -0.001], [0.002, 0.018, -0.003], [0.010, -0.012, -0.008], [0.005, 0.001, -0.005], [-0.002, 0.003, 0.001], [0.003, 0.005, -0.001], [-0.001, -0.003, 0.007]]}

{"formula": "C16H22O15", "method": "ωB97M-V/def2-TZVPD", "e_tot_ev": -47659.0673, "lumo_ev": -0.37, "relative_energy_kcal_mol": 35.3, "smiles": "C[C@H]1COC(=O)O1.O=C1OCCO1.O=C1OCCO1.O=C1OCCO1.O=C1OCCO1", "homo_energy_ev": -10.6, "orbital_gap_ha": 0.3773, "total_charge": 0, "species": ["C", "C", "O", "C", "O", "O", "H", "H", "H", "H", "C", "C", "O", "C", "O", "O", "H", "H", "H", "H", "C", "C", "O", "C", "O", "O", "H", "H", "H", "H", "C", "C", "O", "C", "O", "O", "H", "H", "H", "H", "C", "C", "C", "O", "C", "O", "O", "H", "H", "H", "H", "H", "H"], "positions_angstrom": [[0.7216, 1.1091, -6.8756], [0.4181, 2.2322, -7.8209], [-0.7039, 1.7269, -8.5046], [-1.0011, 0.5091, -8.1352], [-1.9687, -0.1392, -8.5892], [-0.1453, 0.1303, -7.2046], [0.7023, 1.4138, -5.8293], [1.7013, 0.6804, -7.0866], [1.0586, 2.4411, -8.6777], [0.2710, 3.1603, -7.2685], [-4.5113, -2.3634, 4.4774], [-4.2277, -2.7913, 3.0277], [-4.2160, -4.2225, 2.9997], [-4.5442, -4.6581, 4.2195], [-4.6022, -5.8478, 4.4971], [-4.7632, -3.6684, 5.1297], [-5.3831, -1.7102, 4.4403], [-3.6362, -1.8678, 4.8977], [-3.3695, -2.1770, 2.7552], [-5.0268, -2.5084, 2.3425], [0.9064, -0.9991, -1.3107], [0.3356, -2.2477, -0.7260], [-1.0223, -2.1841, -1.1378], [-1.3423, -1.1738, -1.9094], [-2.3890, -0.8579, -2.4354], [-0.1758, -0.4500, -2.1085], [1.6880, -1.3071, -2.0052], [1.3321, -0.2700, -0.6214], [0.4821, -2.3890, 0.3448], [0.7507, -3.1453, -1.1845], [5.5200, -0.9792, 3.0411], [6.9314, -0.4186, 2.9199], [6.9180, 0.1688, 1.6197], [5.8738, -0.2961, 0.9391], [5.8220, -0.1576, -0.2920], [5.0004, -0.8388, 1.7190], [4.8520, -0.5808, 3.8047], [5.6282, -2.0349, 3.2899], [7.6785, -1.1857, 3.1232], [7.0413, 0.2681, 3.7592], [-0.4666, 4.2771, 1.5281], [-1.4710, 3.1403, 1.4674], [-1.0155, 1.9295, 2.3122], [-2.1539, 1.7103, 3.1168], [-3.1240, 2.6115, 2.8888], [-4.2470, 2.6762, 3.3910], [-2.6336, 3.5668, 2.0374], [-0.8591, 5.0323, 0.8473], [0.5085, 3.9412, 1.1751], [-0.4874, 4.8088, 2.4794], [-1.6365, 2.8017, 0.4446], [-0.1245, 2.1526, 2.8991], [-0.8940, 0.9812, 1.7887]], "forces_ev_per_angstrom": [[3.366, 0.766, 0.334], [0.313, 0.846, -0.879], [-1.458, 1.746, -0.860], [-4.225, -2.319, -1.555], [3.577, 1.878, 1.649], [-1.886, -3.024, 0.595], [-0.415, -0.208, 0.031], [0.397, 0.299, 0.332], [0.977, -0.065, 0.669], [-0.655, 0.068, -0.312], [-0.329, -1.481, -0.671], [-1.040, 1.175, -0.213], [0.865, 1.163, 0.298], [0.041, -3.074, 1.485], [-0.065, 2.606, -0.495], [0.185, 1.135, -1.070], [-0.029, -0.209, 0.796], [-0.278, -0.226, 0.398], [0.700, -1.202, -0.662], [-0.055, 0.160, 0.126], [0.506, 0.446, -1.488], [-0.067, -0.818, -0.200], [-1.777, -1.752, 1.455], [0.386, 2.172, -1.725], [1.820, -1.132, 1.458], [0.040, 0.195, 0.531], [0.152, 0.444, -0.023], [-0.419, 0.073, 0.032], [-0.627, 0.350, 0.087], [0.044, 0.050, -0.100], [0.299, -1.391, 0.264], [-0.877, 0.495, 1.411], [1.568, -0.009, 1.229], [1.269, 1.491, -5.041], [-0.558, -0.567, 3.409], [-1.948, -1.204, 1.002], [0.061, 0.597, -0.413], [-0.436, -0.191, -0.283], [0.186, -0.014, -0.953], [0.394, 0.784, -0.616], [-0.803, 0.419, -1.023], [2.802, -0.574, -0.511], [-0.448, 0.003, -0.372], [-1.140, -0.525, 1.229], [-2.464, 1.411, 1.062], [3.500, -0.699, -1.365], [-2.392, -0.319, 1.002], [0.340, 0.114, -0.315], [0.089, 0.235, 0.279], [0.397, -0.593, 0.308], [-0.099, 0.223, -0.188], [-0.172, -0.046, 0.273], [0.384, 0.300, -0.411]]}